(1)
# C36H90O18

9 unconnected molecules or ions with the total composition C36H90O18 at a distorted geometry (ωB97M-V with the def2-TZVPD basis set, OMol25).

XYZ file:
```
144
Properties=species:S:1:pos:R:3
C -0.65559 3.34003 2.26078
O 0.01488 3.07924 3.57149
C 0.76787 1.85181 3.50771
C 1.48664 1.60960 4.79139
O 0.67677 1.16140 5.91339
C -0.15300 2.09388 6.53620
H -1.52314 2.68097 2.22754
H 0.00949 3.16319 1.41550
H -1.04190 4.35927 2.26115
H 1.52086 1.87120 2.71985
H 0.06209 1.06549 3.24000
H 2.03541 2.52157 5.02648
H 2.32287 0.92966 4.62859
H -1.00001 2.35062 5.90001
H 0.36717 2.97053 6.92223
H -0.56962 1.61197 7.42067
C -7.67174 -6.48661 2.79103
O -6.52894 -5.67856 2.59040
C -5.40619 -6.25898 3.25739
C -4.28540 -5.24038 2.97154
O -4.06290 -4.99214 1.59863
C -2.93352 -4.08367 1.45438
H -8.29163 -6.48983 1.89447
H -8.22533 -6.11169 3.65189
H -7.39018 -7.52892 2.94076
H -5.21886 -7.22852 2.79587
H -5.53162 -6.45454 4.32234
H -3.41600 -5.71530 3.42619
H -4.31064 -4.30431 3.52943
H -2.74518 -3.83748 0.40938
H -2.00241 -4.51200 1.82542
H -3.12623 -3.10553 1.89507
C 1.39341 -1.77139 2.85309
O 1.03659 -0.83607 1.83976
C -0.18737 -1.02809 1.21035
C -0.48423 0.06495 0.16157
O 0.45523 0.11988 -0.97370
C 1.64891 0.82027 -0.61917
H 1.67773 -2.64263 2.26300
H 0.58587 -2.04599 3.53174
H 2.20445 -1.39354 3.47562
H -1.00766 -1.03336 1.92812
H -0.18205 -2.00505 0.72700
H -0.71091 1.03881 0.59553
H -1.41109 -0.15063 -0.36998
H 2.14282 0.62861 0.33342
H 1.33915 1.86524 -0.60530
H 2.34544 0.70176 -1.44916
C -3.44232 -6.41649 8.14176
O -2.32507 -6.84913 7.45364
C -1.27897 -5.84828 7.41326
C -0.19409 -6.35909 6.48099
O 0.46008 -5.35190 5.72310
C -0.26031 -4.79565 4.67704
H -4.26722 -7.11621 8.00749
H -3.85637 -5.48639 7.75244
H -3.25760 -6.24013 9.20142
H -0.89210 -5.76591 8.42896
H -1.76796 -4.93647 7.07034
H -0.56523 -7.17264 5.85770
H 0.60684 -6.80337 7.07194
H -1.17474 -4.28693 4.98221
H -0.34872 -5.53987 3.88557
H 0.39571 -3.98313 4.36473
C 5.51146 0.07369 -2.22325
O 5.54249 0.29052 -3.65351
C 5.65115 -0.85395 -4.51883
C 5.60361 -0.45356 -5.97356
O 6.76048 0.33610 -6.32652
C 7.75601 -0.40638 -6.97437
H 6.35475 -0.50511 -1.84650
H 4.53364 -0.34800 -1.99059
H 5.52922 1.00828 -1.66260
H 4.78427 -1.50330 -4.39650
H 6.60343 -1.33762 -4.30128
H 4.69351 0.12195 -6.14273
H 5.52702 -1.39054 -6.52520
H 7.98723 -1.26550 -6.34464
H 8.69477 0.11404 -7.16408
H 7.33972 -0.77900 -7.91029
C -2.43485 -0.68178 4.53510
O -3.10816 -1.15723 3.31401
C -4.03479 -0.21373 2.84403
C -4.77795 -0.67094 1.58701
O -3.81886 -0.86796 0.57202
C -4.47522 -1.27751 -0.64166
H -1.96742 0.28211 4.33381
H -1.56851 -1.29563 4.78156
H -3.14009 -0.61504 5.36352
H -3.59303 0.78051 2.77744
H -4.83957 -0.04392 3.55929
H -5.58535 0.04472 1.43202
H -5.25079 -1.63075 1.79504
H -5.24770 -0.57329 -0.95060
H -4.88111 -2.27406 -0.46776
H -3.83772 -1.16299 -1.51835
C 0.96783 5.71933 -0.03424
O 1.82089 4.56679 -0.32424
C 3.23135 4.78157 -0.49012
C 3.61212 5.86475 -1.45232
O 3.32018 7.12931 -0.90901
C 3.92635 8.19736 -1.60644
H 0.93340 6.50420 -0.78982
H 1.38238 6.19670 0.85366
H -0.01599 5.47103 0.36392
H 3.72235 3.90562 -0.91407
H 3.83702 4.93486 0.40306
H 3.08397 5.65071 -2.38149
H 4.67947 5.80085 -1.66393
H 3.55483 9.13448 -1.19187
H 3.70458 8.15879 -2.67295
H 5.01257 8.21531 -1.51743
C -2.28754 0.77285 -3.40156
O -3.27683 0.95696 -4.40613
C -3.17276 2.18431 -5.11959
C -4.06859 2.24436 -6.42573
O -3.73623 1.39651 -7.52646
C -3.95458 -0.02815 -7.31466
H -2.35897 1.62700 -2.72819
H -1.26972 0.65441 -3.77319
H -2.46250 -0.13877 -2.83023
H -2.12397 2.36158 -5.35775
H -3.44351 3.01317 -4.46554
H -3.98088 3.23619 -6.86922
H -5.12808 2.10420 -6.21142
H -4.00005 -0.24224 -6.24686
H -3.40863 -0.71244 -7.96411
H -4.99020 -0.31026 -7.50438
C 1.42882 3.20388 -3.57280
O 2.53417 3.63412 -4.35670
C 3.63811 2.72772 -4.27898
C 4.73584 3.09849 -5.30149
O 4.39601 2.88844 -6.67191
C 5.01927 3.68213 -7.68519
H 1.60918 3.03833 -2.51065
H 1.26260 2.24210 -4.05803
H 0.60051 3.90474 -3.67671
H 3.39614 1.73218 -4.65106
H 4.04842 2.55097 -3.28474
H 5.59160 2.49574 -4.99739
H 4.97252 4.14892 -5.13209
H 4.78551 4.74511 -7.62581
H 4.61696 3.28856 -8.61865
H 6.09040 3.51060 -7.57861
```

Its lowest unoccupied orbital energy is 0.0222 Ha. The calculation puts the relative energy (zero: lowest compared OMol25 entry of this formula, charge and spin) at 340.8 kJ/mol. The structure (SMILES) is COCCOC.COCCOC.COCCOC.COCCOC.COCCOC.COCCOC.COCCOC.COCCOC.COCCOC.

Here are the Löwdin charges for atoms 1 to 99, given in e:
1 C -0.05
2 O -0.19
3 C -0.22
4 C -0.17
5 O -0.18
6 C -0.13
7 H 0.07
8 H 0.07
9 H 0.08
10 H 0.12
11 H 0.10
12 H 0.13
13 H 0.12
14 H 0.08
15 H 0.09
16 H 0.08
17 C -0.12
18 O -0.18
19 C -0.19
20 C -0.22
21 O -0.16
22 C -0.08
23 H 0.09
24 H 0.09
25 H 0.08
26 H 0.12
27 H 0.12
28 H 0.11
29 H 0.12
30 H 0.08
31 H 0.08
32 H 0.06
33 C -0.07
34 O -0.22
35 C -0.20
36 C -0.13
37 O -0.18
38 C -0.10
39 H 0.09
40 H 0.06
41 H 0.09
42 H 0.11
43 H 0.13
44 H 0.10
45 H 0.10
46 H 0.08
47 H 0.06
48 H 0.07
49 C -0.15
50 O -0.19
51 C -0.16
52 C -0.18
53 O -0.18
54 C -0.12
55 H 0.09
56 H 0.08
57 H 0.09
58 H 0.13
59 H 0.11
60 H 0.13
61 H 0.12
62 H 0.08
63 H 0.10
64 H 0.07
65 C -0.08
66 O -0.21
67 C -0.19
68 C -0.18
69 O -0.19
70 C -0.12
71 H 0.08
72 H 0.07
73 H 0.08
74 H 0.13
75 H 0.12
76 H 0.12
77 H 0.12
78 H 0.08
79 H 0.09
80 H 0.09
81 C -0.05
82 O -0.21
83 C -0.23
84 C -0.21
85 O -0.20
86 C -0.08
87 H 0.07
88 H 0.08
89 H 0.09
90 H 0.12
91 H 0.12
92 H 0.13
93 H 0.13
94 H 0.09
95 H 0.09
96 H 0.07
97 C -0.07
98 O -0.19
99 C -0.19


(2)
# C3H9NOS

2 unconnected molecules or ions with the total composition C3H9NOS at a distorted geometry (ωB97M-V with the def2-TZVPD basis set, OMol25).

XYZ file:
```
15
Properties=species:S:1:pos:R:3
N -1.73639 -1.45708 1.09486
C -1.99325 -0.13756 0.54929
O -2.68119 0.62760 1.22619
H -1.22268 -2.12646 0.49160
H -1.87811 -1.54356 2.06914
H -1.68054 0.10605 -0.53897
C 1.32694 1.15854 0.72842
S 1.49703 -0.49848 -0.05392
C 1.15406 -0.19037 -1.82215
H 2.31893 1.48451 0.96075
H 0.97594 1.84440 0.01628
H 0.75663 1.25302 1.66592
H 0.58005 0.63536 -1.83275
H 0.45972 -1.02696 -2.37872
H 2.12287 -0.12901 -2.17594
```

Its lowest unoccupied orbital energy is 0.0277 Ha. The calculation puts the relative energy (zero: lowest compared OMol25 entry of this formula, charge and spin) at 154.6 kJ/mol. The structure (SMILES) is NC=O.CSC.

Quick look at the Löwdin charges, all values in e:
1 N 0.08
2 C -0.36
3 O -0.03
4 H 0.08
5 H 0.07
6 H 0.13
7 C -0.39
8 S 0.70
9 C -0.40
10 H 0.01
11 H 0.01
12 H 0.05
13 H -0.04
14 H 0.11
15 H -0.02


(3)
# C9H22F3LiN3O8S

A molecular structure, C9H22F3LiN3O8S at a distorted geometry (ωB97M-V with the def2-TZVPD basis set, OMol25).

XYZ file:
```
47
Properties=species:S:1:pos:R:3
Li -18.76741 -15.17208 28.11784
N -20.67713 -13.01881 27.71461
O -20.15447 -13.66438 28.67151
O -20.04208 -12.91759 26.63566
O -21.75064 -12.43664 27.87439
C -17.72485 -17.84365 30.89670
F -19.05366 -18.05839 30.80841
F -17.29396 -18.49910 31.97312
F -17.15748 -18.40421 29.80653
S -17.36518 -16.03746 31.04329
O -17.76407 -15.53175 29.74286
O -18.19333 -15.63117 32.14069
O -15.94495 -16.01122 31.28835
C -21.30358 -15.96486 26.28224
C -21.22853 -16.60463 27.65911
C -22.12277 -17.83808 27.69263
O -21.88177 -18.56152 28.87376
C -23.01675 -19.10114 29.49206
N -19.81875 -16.92664 27.99558
H -20.55349 -15.18035 26.17244
H -22.25233 -15.43814 26.14314
H -21.21108 -16.68157 25.45980
H -21.52066 -15.85559 28.39701
H -21.90980 -18.42653 26.78965
H -23.16550 -17.50199 27.66821
H -23.86808 -18.41160 29.50338
H -22.74183 -19.31354 30.52581
H -23.33553 -20.04279 29.02425
H -19.43477 -17.57126 27.29639
H -19.88899 -17.56809 28.78936
C -16.65358 -12.95161 26.26878
C -16.16105 -14.25360 26.85866
C -15.61197 -14.08780 28.25785
O -14.55114 -13.15298 28.27029
C -13.29356 -13.72686 27.99674
N -17.25639 -15.28591 26.77983
H -17.52314 -12.58756 26.82303
H -16.90036 -13.04647 25.21031
H -15.89238 -12.17612 26.36404
H -15.37236 -14.62655 26.18209
H -15.34364 -15.04809 28.71318
H -16.38733 -13.67828 28.90621
H -13.08947 -14.57106 28.66783
H -12.54784 -12.95267 28.17562
H -13.19680 -14.08426 26.96293
H -17.56450 -15.30235 25.81158
H -16.81391 -16.18594 26.95557
```

Its lowest unoccupied orbital energy is 0.0832 Ha. Its net charge is -1. The calculation puts the relative energy (zero: lowest compared OMol25 entry of this formula, charge and spin) at 0.0 kJ/mol.

Quick look at the Löwdin charges, all values in e:
1 Li 0.58
2 N -0.61
3 O -0.11
4 O -0.08
5 O -0.02
6 C -0.65
7 F 0.10
8 F 0.12
9 F 0.10
10 S 0.46
11 O -0.40
12 O -0.29
13 O -0.31
14 C -0.06
15 C -0.41
16 C -0.21
17 O -0.19
18 C -0.11
19 N 0.01
20 H 0.05
21 H 0.09
22 H 0.08
23 H 0.14
24 H 0.13
25 H 0.13
26 H 0.09
27 H 0.09
28 H 0.09
29 H 0.09
30 H 0.06
31 C -0.05
32 C -0.41
33 C -0.21
34 O -0.18
35 C -0.12
36 N 0.00
37 H 0.08
38 H 0.08
39 H 0.08
40 H 0.13
41 H 0.12
42 H 0.13
43 H 0.09
44 H 0.08
45 H 0.08
46 H 0.08
47 H 0.08


(4)
# C2H5N3O

A single C2H5N3O molecule (ωB97M-V with the def2-TZVPD basis set, OMol25).

XYZ file:
```
11
Properties=species:S:1:pos:R:3
H 3.08894 0.86077 -0.17424
N 2.36815 0.61699 0.49812
C 1.27104 0.37110 -0.09505
N 0.15805 0.04348 0.66761
C -0.95328 -0.72535 0.16694
N -1.90850 0.02911 -0.44634
O -1.05920 -1.92446 0.31405
H 1.12431 0.39527 -1.18056
H 0.49928 -0.24459 1.58232
H -2.76287 -0.44017 -0.70895
H -1.82592 1.01785 -0.62392
```

Its lowest unoccupied orbital energy is 0.0280 Ha. The calculation puts the relative energy (zero: lowest compared OMol25 entry of this formula, charge and spin) at 43.5 kJ/mol. The structure (SMILES) is [H]/N=C/NC(N)=O.

Quick look at the Löwdin charges, all values in e:
1 H 0.04
2 N 0.07
3 C -0.31
4 N 0.07
5 C -0.58
6 N 0.17
7 O 0.07
8 H 0.13
9 H 0.14
10 H 0.11
11 H 0.10


(5)
# C37H68FNO21S7

7 unconnected molecules or ions with the total composition C37H68FNO21S7 at a distorted geometry (ωB97M-V with the def2-TZVPD basis set, OMol25).

XYZ file:
```
135
Properties=species:S:1:pos:R:3
O 2.02871 4.93075 4.08580
O 2.51582 5.88496 3.14248
C 1.54890 6.07622 2.11128
C 0.84189 4.84905 1.61719
C -0.54132 4.76911 1.78137
C -1.25099 3.66687 1.32178
C -0.58759 2.62051 0.68855
C 0.79645 2.69985 0.53319
C 1.52378 3.79625 0.98618
C 3.00731 3.83940 0.78413
C 3.41408 3.79656 -0.70473
C 2.64561 4.61252 -1.65060
O 4.08387 4.89648 -1.18998
S 1.69326 1.42878 -0.30500
C 0.58624 0.06067 -0.20278
C 1.09796 -1.22392 -0.42003
C 2.56706 -1.43410 -0.68608
C 3.13173 -2.76742 -0.18563
C 3.27389 -3.83305 -1.25212
F 4.56739 -3.79904 -1.79622
C 0.21198 -2.30218 -0.41932
C -1.14797 -2.10845 -0.20103
C -1.63353 -0.82746 0.02601
C -0.77491 0.26866 0.01676
N -1.35762 1.54432 0.19403
H 1.68955 5.49899 4.79049
H 0.80529 6.79559 2.46040
H 2.12287 6.55309 1.31813
H -1.06750 5.57776 2.26844
H -2.32141 3.61513 1.45372
H 3.43527 4.77469 1.11915
H 3.49747 2.98918 1.25672
H 3.73364 2.82975 -1.09857
H 2.17283 5.54376 -1.39281
H 2.77617 4.33364 -2.68443
H 2.70621 -1.38998 -1.77028
H 3.15053 -0.60887 -0.28671
H 4.13727 -2.58897 0.19336
H 2.56297 -3.14571 0.66006
H 2.58251 -3.67797 -2.07934
H 3.13571 -4.83331 -0.84503
H 0.57485 -3.30139 -0.60650
H -1.82576 -2.94764 -0.21115
H -2.68908 -0.67002 0.19751
H -1.90664 1.80331 -0.61434
C -3.99177 -7.67530 2.66734
C -4.75524 -6.51255 2.06828
O -4.72716 -5.33335 2.91055
S -3.39885 -4.45530 2.87994
C -4.02525 -3.00863 3.64626
O -3.07450 -4.17674 1.51318
O -2.41951 -5.06185 3.72815
H -2.92102 -7.48023 2.69199
H -4.16675 -8.57071 2.07094
H -4.31891 -7.86367 3.69009
H -4.38182 -6.25126 1.07822
H -5.81340 -6.74820 1.97443
H -4.80564 -2.58541 3.02166
H -3.18162 -2.32705 3.73662
H -4.41507 -3.26570 4.62651
C 9.37443 0.61579 1.30181
C 8.17288 0.68748 2.21925
O 7.95990 2.01639 2.76371
S 7.28197 3.08315 1.80969
C 6.86997 4.27845 3.02847
O 6.09593 2.51162 1.24326
O 8.26828 3.62725 0.92811
H 9.20876 1.17406 0.38211
H 9.56909 -0.42381 1.03901
H 10.25479 1.03025 1.79271
H 7.26285 0.36022 1.71562
H 8.31100 0.05824 3.09562
H 6.15521 3.84303 3.72101
H 6.42654 5.12117 2.50261
H 7.78083 4.58126 3.53717
C -7.35915 2.92591 -1.96076
C -6.51792 2.07669 -1.03238
O -5.92958 0.93419 -1.70399
S -4.64734 1.19106 -2.59332
C -4.13130 -0.47920 -2.76307
O -3.67894 1.91707 -1.82596
O -5.02892 1.70448 -3.87318
H -6.74503 3.43126 -2.70436
H -7.89059 3.68082 -1.38131
H -8.08469 2.30937 -2.49036
H -5.72578 2.65669 -0.55791
H -7.12636 1.64082 -0.24344
H -3.89251 -0.87829 -1.78216
H -3.24511 -0.47321 -3.39413
H -4.93232 -1.04223 -3.23437
C 6.08462 -2.42126 -3.21969
C 5.35382 -1.26431 -3.86631
O 5.52852 -0.02114 -3.14704
S 6.90347 0.75330 -3.35203
C 6.41393 2.28074 -2.64651
O 7.13888 0.89585 -4.75840
O 7.90825 0.14627 -2.53290
H 7.16346 -2.29873 -3.29939
H 5.80279 -3.35289 -3.71068
H 5.82936 -2.49174 -2.16346
H 5.66081 -1.12199 -4.90363
H 4.27811 -1.43443 -3.85667
H 5.61699 2.71468 -3.24388
H 7.28535 2.93153 -2.64859
H 6.08908 2.09750 -1.62424
C -1.60803 2.78442 -5.13582
C -1.14054 1.40224 -5.53056
O 0.28204 1.35542 -5.80629
S 1.25281 1.31990 -4.54712
C 2.71630 0.84716 -5.39778
O 0.82965 0.26593 -3.67320
O 1.41422 2.64262 -4.02898
H -1.19040 3.07010 -4.17104
H -2.69517 2.80705 -5.05443
H -1.28897 3.52822 -5.86562
H -1.37089 0.66526 -4.75958
H -1.61630 1.07351 -6.45198
H 2.56885 -0.13922 -5.82790
H 3.51525 0.83077 -4.65911
H 2.92611 1.58570 -6.16629
C -10.97984 -3.79676 4.14686
C -9.93608 -3.17855 5.05239
O -8.92907 -4.13127 5.47246
S -7.78237 -4.48895 4.43635
C -6.69833 -5.27736 5.57140
O -7.20685 -3.26591 3.95827
O -8.27158 -5.45028 3.49694
H -10.55704 -4.07237 3.18219
H -11.78582 -3.08221 3.97947
H -11.39300 -4.69752 4.59947
H -9.44538 -2.32612 4.58182
H -10.38329 -2.83150 5.98107
H -6.37329 -4.54920 6.30953
H -5.85466 -5.64541 4.99199
H -7.23092 -6.09945 6.04125
```

Its lowest unoccupied orbital energy is 0.0117 Ha. The structure (SMILES) is OOCc1ccc2c(c1C[C@H]1CO1)Sc1c(CCCF)cccc1N2.CCOS(C)(=O)=O.CCOS(C)(=O)=O.CCOS(C)(=O)=O.CCOS(C)(=O)=O.CCOS(C)(=O)=O.CCOS(C)(=O)=O.

Here are the Löwdin charges for atoms 1 to 99, given in e:
1 O -0.01
2 O -0.15
3 C -0.16
4 C -0.17
5 C -0.03
6 C -0.01
7 C -0.23
8 C -0.34
9 C -0.18
10 C -0.10
11 C -0.41
12 C 0.01
13 O -0.07
14 S 1.14
15 C -0.37
16 C -0.23
17 C -0.17
18 C -0.16
19 C -0.18
20 F -0.11
21 C -0.03
22 C -0.07
23 C -0.03
24 C -0.24
25 N 0.08
26 H 0.10
27 H 0.12
28 H 0.13
29 H 0.11
30 H 0.11
31 H 0.11
32 H 0.11
33 H 0.10
34 H 0.12
35 H 0.09
36 H 0.12
37 H 0.08
38 H 0.12
39 H 0.11
40 H 0.12
41 H 0.12
42 H 0.11
43 H 0.08
44 H 0.11
45 H 0.10
46 C -0.07
47 C -0.24
48 O -0.29
49 S 0.57
50 C -0.12
51 O -0.28
52 O -0.27
53 H 0.07
54 H 0.08
55 H 0.08
56 H 0.11
57 H 0.12
58 H 0.07
59 H 0.08
60 H 0.07
61 C -0.07
62 C -0.24
63 O -0.26
64 S 0.56
65 C -0.11
66 O -0.28
67 O -0.27
68 H 0.07
69 H 0.08
70 H 0.08
71 H 0.11
72 H 0.12
73 H 0.08
74 H 0.08
75 H 0.08
76 C -0.07
77 C -0.24
78 O -0.26
79 S 0.56
80 C -0.10
81 O -0.28
82 O -0.27
83 H 0.07
84 H 0.08
85 H 0.09
86 H 0.11
87 H 0.12
88 H 0.06
89 H 0.07
90 H 0.08
91 C -0.07
92 C -0.25
93 O -0.28
94 S 0.56
95 C -0.11
96 O -0.28
97 O -0.28
98 H 0.08
99 H 0.08


| no. | E_HOMO (Eh) |
| --- | --- |
| 1 | -0.339 |
| 2 | -0.318 |
| 3 | -0.213 |
| 4 | -0.353 |
| 5 | -0.264 |